Density functional theory data (ωB97M-V with the def2-TZVPD basis set) for C34H60BN4O3P2SSc as an isolated structure.

```
106
Properties=species:S:1:pos:R:3:forces:R:3:mulliken_charge:R:1
Sc -0.59976 -0.04881 0.98408 3.10 -0.17 -0.69 -0.30
S -3.51145 0.32297 -0.82820 3.52 -0.98 0.04 0.25
P 0.80691 -2.44647 0.40693 0.24 -2.17 0.19 0.30
P 0.82158 2.70063 0.69804 1.34 1.62 0.57 0.57
O -1.84926 0.46359 -0.45913 -3.89 -0.59 -1.31 0.43
O -1.47036 0.62077 2.73189 -0.89 -1.54 2.36 0.33
O -3.11263 0.59656 4.33252 1.13 -1.86 -0.62 -0.42
N -3.12738 -0.94283 2.63658 1.58 0.42 1.41 -0.25
N -2.28586 -1.66246 1.71980 -1.92 0.23 -0.90 -0.37
N 2.92936 -0.99815 -0.17041 1.62 -0.93 -0.07 0.28
N 3.07232 1.17389 0.38693 -0.92 0.67 0.84 0.34
C 4.27688 0.83298 -0.16680 0.69 -0.99 -0.66 0.44
C 0.91195 -4.72211 -1.51655 -0.18 -0.27 0.10 -1.66
C 1.92148 -4.87228 1.62302 -0.42 -0.74 0.63 -1.56
C -0.80364 4.44134 2.17412 -0.51 -1.59 0.19 -1.81
C 1.47520 -3.43859 2.03143 -0.31 0.19 -0.70 1.65
C -1.20756 -4.52581 -0.12913 -1.22 -1.25 -0.37 -1.44
C -0.70588 -2.87773 -1.95451 0.86 1.24 -0.89 -1.62
C -3.69269 -0.67050 -2.29362 -0.22 0.07 -1.36 0.78
C -3.15665 -1.24339 -4.65766 -0.52 0.82 1.33 -0.70
C -2.87632 -0.56973 -3.44688 -0.43 -1.00 0.28 -0.52
C 1.46738 5.18333 -0.91895 0.54 1.53 -0.53 -1.68
C -3.67373 1.88359 -1.53775 -0.61 2.29 0.81 -1.13
C -2.42482 0.02540 3.34588 -1.51 3.25 -2.30 0.25
C -2.55445 1.69837 5.10578 0.80 1.09 -0.95 -0.37
C 6.43220 1.01141 -1.24461 0.76 -0.68 -0.44 -0.67
C -5.10092 -2.04056 -6.18798 -0.95 0.85 1.33 -1.17
C 0.29790 -3.56712 2.98249 -1.70 0.01 1.06 -1.43
C 0.60244 3.78825 2.25844 -0.16 0.85 -0.81 2.11
C -0.78416 4.30532 -0.97459 -1.91 -1.01 -1.55 -1.85
C 1.63795 4.95856 2.45171 0.21 0.25 1.62 -1.55
C -4.91761 -1.32300 -2.41566 0.49 0.21 -0.95 -0.69
C -4.51989 -1.65796 -4.85084 1.29 -0.72 0.84 0.76
C -0.11012 -3.75760 -0.83721 1.21 0.65 -0.03 1.96
C 5.30430 -1.14550 -1.23606 -0.15 0.53 -0.44 -0.66
C 0.62293 2.91273 3.48452 0.32 -0.70 0.34 -1.55
C 5.38383 1.56830 -0.51661 0.80 0.90 -0.20 -0.77
C 2.73433 2.53882 0.75808 -0.61 -0.45 -0.09 -1.29
C 4.27328 -0.51629 -0.51858 -1.75 -1.16 -0.37 0.45
C -5.31459 -1.78865 -3.69421 -0.41 0.85 0.67 -0.65
C 0.66793 3.89086 -0.81848 -0.38 -0.02 0.34 2.13
C 2.58297 -2.61676 2.72894 -0.32 -0.49 1.00 -1.30
C 6.41469 -0.36393 -1.62343 -0.88 1.26 1.13 -0.86
C 1.06917 3.02252 -1.99694 -0.20 0.81 -1.72 -1.68
C 2.46881 -2.37329 -0.43139 0.81 1.26 -0.11 -1.23
B 2.22327 0.00859 0.56050 -1.09 0.38 -1.07 0.79
H 0.36938 -5.44921 -2.15894 0.12 0.22 0.62 0.53
H 5.15663 -2.15965 -1.62125 0.26 0.25 0.37 0.40
H 3.44836 -2.52168 2.07028 0.03 0.22 0.32 0.26
H 2.35905 4.74656 3.30766 -0.76 -0.07 -1.16 0.34
H -1.93832 -2.51246 2.13872 0.21 -0.32 0.35 0.18
H -0.21305 -1.84701 -2.08415 0.01 -1.58 -0.04 0.07
H -1.70932 -2.54862 -1.79415 -1.02 -0.19 0.54 0.22
H -2.81893 2.03004 -2.18185 0.29 0.17 -0.08 0.35
H 2.37479 -2.54410 -1.52475 0.08 0.11 0.68 0.62
H 2.84877 -4.99792 1.01825 -0.75 0.52 0.29 0.27
H -2.00685 0.02186 -3.34211 1.22 0.20 -0.09 0.29
H 3.05988 2.69108 1.79324 -0.02 0.51 -0.19 0.33
H 0.51053 3.59798 4.32827 0.53 -0.29 0.31 0.65
H 1.57521 -4.21841 -2.22507 -0.13 0.16 0.24 0.45
H -0.85288 -5.37128 0.49483 -0.07 0.65 -0.21 0.33
H -3.88402 -1.38203 3.14216 0.00 -0.52 -0.06 0.29
H -6.35937 -2.13250 -3.76645 0.69 0.03 -0.18 0.25
H -1.53339 3.48372 -0.76955 0.85 0.79 0.61 -0.15
H -1.56736 3.69656 1.78737 0.71 0.69 0.29 -0.07
H -0.08786 -2.56737 3.40354 0.73 -1.12 -0.64 0.00
H 2.24225 5.19598 1.58066 -0.16 0.08 -0.03 0.30
H 7.27796 -0.73063 -2.15204 -0.14 -0.41 -0.18 0.40
H -1.02575 4.41188 -2.05928 0.55 0.43 0.40 0.56
H -0.72837 -3.41076 -2.94313 0.24 0.48 0.87 0.47
H -6.16835 -2.22663 -5.95101 0.53 -0.01 -0.82 0.35
H 1.49238 5.51856 -2.02023 -0.13 -0.56 1.54 0.41
H -3.38680 2.09270 5.68511 0.22 -0.37 0.16 0.29
H -2.91716 -1.97083 0.93481 0.96 0.45 0.87 0.25
H -4.64474 -2.91628 -6.58154 0.37 -0.76 -0.42 0.33
H 5.46102 2.60172 -0.23299 -0.04 0.39 0.03 0.47
H 1.11515 5.90053 2.82081 0.47 -1.11 -0.73 0.39
H 1.03019 3.66937 -2.96111 0.10 -1.14 1.51 0.53
H 2.06211 2.58792 -1.91665 0.15 0.01 0.02 0.22
H 2.52299 5.07626 -0.62689 -0.32 0.12 -0.08 0.32
H -1.67026 1.39051 5.68677 -0.68 -0.13 -0.06 0.31
H -0.76084 5.26618 1.46330 -0.36 0.22 0.64 0.48
H -1.13490 4.65956 3.22327 0.27 0.54 -1.03 0.59
H 0.35142 2.22289 -2.11540 -0.18 -0.47 -0.14 0.16
H 3.20126 3.28948 0.06677 -0.36 -0.73 0.69 0.19
H -4.99714 -1.21258 -6.89293 -0.08 -0.17 0.01 0.34
H -3.67896 2.60443 -0.66186 0.11 -0.59 -1.21 0.37
H -1.06355 5.25789 -0.51214 0.04 -0.50 0.09 0.43
H 1.01999 6.06172 -0.36915 0.51 -1.07 -0.28 0.30
H -0.22478 2.25656 3.53411 -0.56 -0.15 -0.21 -0.11
H 1.05403 -5.34537 1.10012 0.99 0.15 0.47 0.32
H -1.92637 -5.02568 -0.86316 1.00 0.69 0.60 0.44
H 0.57052 -4.17688 3.87965 -0.09 0.48 -0.62 0.58
H 2.10615 -5.50118 2.54541 -0.22 0.81 -0.75 0.45
H -1.86259 -3.88328 0.48214 0.29 -0.15 -0.10 0.00
H 2.90018 -3.10994 3.72444 -0.45 0.48 -1.64 0.47
H -0.60291 -4.09929 2.53984 1.05 0.48 0.30 0.26
H -4.58977 2.01440 -2.12658 0.07 -0.33 0.32 0.54
H 2.17078 -1.62610 3.00843 0.47 -0.37 -0.29 0.11
H -2.29131 -1.36568 -5.34560 -1.25 0.39 -0.01 0.41
H -5.57133 -1.27133 -1.56812 -0.58 -0.56 0.18 0.44
H 7.31435 1.65035 -1.54720 -1.20 -0.83 0.50 0.34
H 3.21708 -3.10113 -0.00557 -0.98 0.43 -0.45 0.56
H 1.54583 -5.25299 -0.78505 -0.46 0.13 -0.60 0.23
H 1.47657 2.20314 3.56241 -0.06 0.91 0.15 0.18
H -2.21697 2.49970 4.40809 -0.31 -0.63 0.38 0.07
```
Forces are in eV/Å.

Values from the calculation:
LUMO energy (eV): -5.596
Energy relative to the best compared isomer or geometry (same formula, charge and spin) (kJ/mol): 80.47
Total charge: +2
Kohn-Sham gap (Ha): 0.222
HOMO energy (eV): -11.65
Max |F| (eV Å⁻¹): 4.3